No. 1
{"formula": "C20H30ClKO19", "method": "wB97M-V/def2-TZVPD", "relative_energy_kj_mol": 756.1, "homo_lumo_gap_ha": 0.185, "e_lumo_ev": -2.44, "species": ["K", "Cl", "O", "O", "O", "O", "C", "C", "C", "O", "C", "O", "O", "H", "H", "H", "H", "H", "H", "C", "C", "C", "O", "C", "O", "O", "H", "H", "H", "H", "H", "H", "C", "C", "C", "O", "C", "O", "O", "H", "H", "H", "H", "H", "H", "C", "C", "C", "O", "C", "O", "O", "H", "H", "H", "H", "H", "H", "C", "C", "C", "O", "C", "O", "O", "H", "H", "H", "H", "H", "H"], "xyz": [[4.368, 2.811, 7.030], [1.128, -0.322, 1.531], [1.746, 0.838, 2.153], [0.636, 0.034, 0.260], [2.169, -1.350, 1.540], [0.022, -0.788, 2.315], [-4.748, 2.129, -4.777], [-6.150, 2.643, -5.169], [-7.243, 1.624, -5.297], [-8.346, 2.400, -4.867], [-7.919, 3.467, -4.083], [-8.748, 4.279, -3.574], [-6.646, 3.597, -4.235], [-4.743, 1.051, -4.938], [-4.491, 2.462, -3.771], [-3.930, 2.639, -5.285], [-6.128, 3.034, -6.187], [-6.831, 0.754, -4.785], [-7.533, 1.312, -6.300], [-3.814, -4.760, 8.560], [-2.379, -5.330, 8.759], [-1.481, -5.498, 7.436], [-0.357, -4.640, 7.718], [-0.495, -4.023, 8.891], [0.387, -3.224, 9.395], [-1.624, -4.376, 9.373], [-4.557, -4.800, 9.357], [-4.433, -5.314, 7.854], [-3.853, -3.754, 8.142], [-2.378, -6.241, 9.357], [-2.001, -5.142, 6.547], [-1.257, -6.527, 7.155], [7.920, 1.479, -1.033], [8.839, 0.165, -0.837], [10.282, 0.296, -1.097], [10.823, -0.092, 0.183], [9.909, -0.422, 1.044], [10.018, -0.930, 2.173], [8.681, -0.152, 0.469], [8.369, 2.250, -0.406], [6.919, 1.289, -0.647], [8.041, 1.694, -2.095], [8.450, -0.517, -1.592], [10.309, 1.290, -1.543], [10.548, -0.494, -1.799], [0.733, -5.935, -4.864], [0.089, -5.634, -3.454], [-1.444, -5.799, -3.316], [-1.496, -6.962, -2.457], [-0.362, -7.324, -1.981], [-0.116, -8.194, -1.130], [0.628, -6.633, -2.649], [0.862, -7.011, -4.983], [1.711, -5.560, -5.165], [-0.051, -5.583, -5.534], [0.428, -4.644, -3.147], [-1.767, -6.145, -4.298], [-2.075, -5.095, -2.774], [-0.467, 6.882, -1.223], [-0.711, 8.412, -0.923], [-2.141, 8.661, -0.892], [-2.268, 9.281, 0.402], [-1.222, 9.033, 1.179], [-1.155, 9.260, 2.348], [-0.194, 8.530, 0.313], [-0.904, 6.454, -2.125], [-0.794, 6.211, -0.429], [0.610, 6.724, -1.284], [-0.309, 9.093, -1.673], [-2.753, 7.795, -1.144], [-2.313, 9.348, -1.721]], "mulliken_charge": [1.00, 1.59, -0.68, -0.62, -0.65, -0.64, -1.15, 0.50, -0.49, -0.33, 0.62, -0.58, -0.31, 0.33, 0.34, 0.31, 0.20, 0.28, 0.29, -1.36, 0.39, -0.38, -0.33, 0.73, -0.64, -0.33, 0.36, 0.39, 0.34, 0.26, 0.27, 0.30, -1.35, 0.34, -0.34, -0.33, 0.65, -0.58, -0.33, 0.33, 0.37, 0.39, 0.24, 0.31, 0.28, -1.24, 0.31, -0.30, -0.34, 0.69, -0.59, -0.37, 0.32, 0.34, 0.33, 0.30, 0.24, 0.30, -1.39, 0.45, -0.41, -0.33, 0.62, -0.50, -0.34, 0.39, 0.37, 0.34, 0.25, 0.25, 0.31]}

No. 2
{"formula": "C20H30ClO14", "method": "wB97M-V/def2-TZVPD", "relative_energy_kj_mol": 306.1, "charge": -1, "homo_lumo_gap_ha": 0.351, "e_lumo_ev": 2.44, "species": ["Cl", "O", "O", "O", "O", "O", "C", "O", "C", "C", "C", "H", "H", "H", "H", "H", "H", "O", "C", "O", "C", "C", "C", "H", "H", "H", "H", "H", "H", "O", "C", "O", "C", "C", "C", "H", "H", "H", "H", "H", "H", "O", "C", "O", "C", "C", "C", "H", "H", "H", "H", "H", "H", "O", "C", "O", "C", "C", "C", "H", "H", "H", "H", "H", "H"], "xyz": [[25.465, 3.983, 0.947], [25.363, 4.245, -0.449], [24.816, 2.690, 1.191], [26.835, 3.843, 1.308], [24.844, 5.076, 1.734], [26.597, 10.850, 0.688], [26.208, 9.835, 0.121], [24.962, 9.537, 0.162], [24.679, 8.265, -0.381], [26.019, 7.643, -0.482], [26.929, 8.838, -0.740], [24.138, 8.146, -1.320], [24.108, 7.801, 0.423], [26.026, 6.997, -1.361], [26.209, 7.110, 0.449], [27.115, 9.192, -1.754], [27.932, 8.695, -0.338], [29.538, -1.532, -0.214], [29.212, -0.480, -0.713], [28.036, -0.034, -0.544], [27.851, 1.276, -1.024], [29.060, 1.568, -1.903], [30.075, 0.493, -1.524], [28.073, 1.887, -0.149], [26.896, 1.641, -1.402], [29.389, 2.606, -1.857], [28.786, 1.342, -2.934], [30.636, 1.071, -0.789], [30.601, 0.028, -2.357], [28.544, 3.929, 6.395], [27.367, 3.598, 6.264], [26.573, 3.803, 7.199], [25.222, 3.665, 6.667], [25.330, 3.524, 5.123], [26.687, 2.972, 5.049], [24.564, 4.506, 6.887], [24.742, 2.752, 7.023], [25.214, 4.508, 4.669], [24.528, 2.887, 4.748], [27.081, 3.241, 4.069], [26.844, 1.901, 5.177], [25.978, 2.079, -6.773], [26.038, 2.516, -5.626], [24.941, 2.470, -4.708], [25.241, 3.140, -3.471], [26.546, 3.976, -3.744], [27.124, 3.417, -5.050], [25.259, 2.412, -2.659], [24.540, 3.905, -3.138], [27.192, 3.822, -2.879], [26.412, 5.057, -3.699], [27.977, 2.748, -4.943], [27.305, 4.275, -5.697], [29.416, 6.344, 0.754], [29.393, 6.867, 1.870], [30.202, 7.892, 2.114], [30.180, 8.202, 3.464], [28.939, 7.541, 4.104], [28.567, 6.466, 3.067], [30.129, 9.291, 3.460], [30.979, 7.746, 4.048], [28.130, 8.241, 4.313], [29.079, 7.004, 5.042], [27.541, 6.139, 2.899], [28.825, 5.479, 3.451]], "nbo_charge": [2.53, -0.89, -0.87, -0.88, -0.88, -0.61, 0.78, -0.47, -0.08, -0.43, -0.54, 0.18, 0.21, 0.22, 0.25, 0.23, 0.25, -0.60, 0.79, -0.45, -0.09, -0.42, -0.53, 0.20, 0.22, 0.23, 0.18, 0.24, 0.24, -0.62, 0.78, -0.45, -0.09, -0.42, -0.54, 0.19, 0.18, 0.23, 0.23, 0.27, 0.24, -0.57, 0.80, -0.51, -0.07, -0.44, -0.54, 0.19, 0.20, 0.23, 0.22, 0.24, 0.24, -0.59, 0.78, -0.47, -0.08, -0.44, -0.57, 0.20, 0.18, 0.21, 0.23, 0.28, 0.26]}

No. 3
{"formula": "C20H30ClO2Ru", "method": "wB97M-V/def2-TZVPD", "relative_energy_kj_mol": 11.2, "spin_multiplicity": 5, "charge": 1, "homo_lumo_gap_ha": [0.264, 0.228], "e_lumo_ev": [-3.76, -5.31], "species": ["O", "C", "C", "H", "H", "C", "H", "H", "C", "H", "H", "H", "C", "H", "H", "H", "Ru", "C", "C", "C", "H", "C", "C", "H", "H", "H", "H", "C", "C", "C", "H", "C", "C", "H", "H", "H", "H", "O", "C", "C", "H", "H", "C", "H", "H", "C", "H", "H", "H", "H", "Cl", "C", "H", "H"], "xyz": [[0.636, 2.354, -4.678], [0.213, 2.842, -5.996], [0.720, 1.572, -6.706], [0.739, 3.755, -6.273], [-0.872, 2.966, -6.032], [1.043, 1.076, -5.264], [1.612, 1.745, -7.326], [-0.053, 1.032, -7.257], [2.523, 0.772, -4.990], [2.904, 1.407, -4.178], [3.126, 0.924, -5.900], [2.616, -0.275, -4.656], [0.136, -0.046, -4.730], [-0.893, 0.312, -4.578], [0.524, -0.354, -3.739], [0.139, -0.923, -5.410], [0.923, 2.023, 0.316], [-1.164, -0.162, 0.528], [-0.962, 1.151, 1.062], [-1.090, 2.099, -0.075], [-1.090, 1.420, 2.116], [-1.299, 1.279, -1.253], [-1.418, -0.060, -0.855], [-1.723, -0.889, -1.508], [-1.229, -1.073, 1.128], [-1.400, 3.137, 0.047], [-1.425, 1.674, -2.265], [1.739, -0.469, 1.280], [1.608, -0.698, -0.100], [2.183, 0.398, -0.814], [1.178, -1.582, -0.568], [2.855, 1.250, 0.171], [2.456, 0.759, 1.483], [2.814, 1.147, 2.434], [1.398, -1.131, 2.069], [2.287, 0.472, -1.896], [3.672, 1.931, -0.036], [1.849, 3.776, -0.923], [2.599, 3.599, -2.181], [3.078, 4.974, -2.635], [1.976, 3.077, -2.920], [3.465, 2.966, -1.944], [2.888, 5.901, -1.444], [2.521, 5.307, -3.515], [4.130, 4.935, -2.924], [2.358, 5.018, -0.329], [2.197, 6.710, -1.675], [3.820, 6.370, -1.136], [1.567, 5.485, 0.265], [3.184, 4.757, 0.348], [0.375, 2.826, 3.431], [0.925, 3.365, 1.830], [0.242, 4.176, 1.543], [1.916, 3.801, 2.016]], "nbo_charge": [-0.58, -0.06, -0.45, 0.18, 0.18, 0.27, 0.22, 0.22, -0.64, 0.21, 0.23, 0.21, -0.63, 0.22, 0.20, 0.23, 1.09, -0.14, -0.31, -0.43, 0.27, -0.15, -0.30, 0.24, 0.24, 0.27, 0.24, -0.18, -0.15, -0.34, 0.25, -0.34, -0.29, 0.27, 0.25, 0.26, 0.27, -0.59, -0.09, -0.44, 0.25, 0.17, -0.44, 0.23, 0.23, -0.06, 0.23, 0.23, 0.21, 0.18, -0.02, -0.59, 0.23, 0.23]}